89
Properties=species:S:1:pos:R:3 method="wB97M-V/def2-TZVPD" e_lumo_ev="-1.76 / -1.75" homo_ev="-6.195 / -6.197" e_tot_ev=-85899.2970 homo_lumo_gap_ha="0.163 / 0.163"
H -0.857 -4.470 -2.008
C -2.702 -2.238 5.803
H -3.646 -2.160 3.914
C 3.554 0.290 1.240
C 5.023 0.883 3.019
C -5.532 -0.937 -0.335
C 0.026 2.528 0.635
C 1.748 0.419 -2.040
H -0.330 2.123 -2.718
C 2.758 1.553 -1.845
H -1.467 5.278 -0.694
H -4.741 -2.804 0.418
H 5.935 1.333 3.387
H -0.178 -2.646 -4.101
C -0.341 -1.400 4.504
C -5.327 0.434 -0.355
C -2.573 -2.006 1.717
Pd 0.438 -0.567 1.614
H 4.020 -1.361 -3.898
H -1.635 -0.855 -1.161
H -1.724 -0.150 -3.307
C -2.047 -3.022 -3.102
H 0.191 5.500 -0.168
C -4.623 -1.733 0.341
H -6.387 -1.377 -0.830
C -0.285 -2.504 -1.336
C 3.758 -0.515 -3.261
H 4.288 0.245 4.953
H -0.589 4.318 1.688
H -1.862 3.518 0.777
C -2.723 -2.029 4.458
C -3.517 -1.132 0.934
C 2.516 -0.859 -2.418
N -3.311 0.184 0.913
H -1.568 -1.906 -4.885
H 2.328 2.402 -1.316
H -2.937 -2.445 -2.834
C 1.975 -0.906 4.313
C 4.119 0.299 3.887
H -0.226 4.561 -2.577
C -0.035 3.981 -1.671
H -1.454 1.315 -0.253
H 2.813 -1.403 -1.517
C -1.343 -3.509 -1.827
H -6.015 1.099 -0.857
O 2.368 -1.287 5.408
C -0.677 -1.040 -1.642
C 3.510 0.727 -4.119
H 1.085 2.788 0.524
H 2.525 2.622 -3.712
H -0.144 -2.616 -0.258
C -0.693 2.607 -1.808
P 0.475 0.111 -0.710
H -2.375 -3.874 -3.701
H 2.651 0.546 -4.771
H -2.081 -3.682 -1.048
C 2.955 -0.259 3.375
C -0.867 -0.813 -3.159
H -4.017 2.009 0.312
Cl -4.154 -2.691 6.616
H 3.615 1.210 -1.264
C -0.484 1.708 -0.566
H -1.767 2.761 -1.949
H 3.286 0.245 0.196
N -1.591 -1.371 2.444
H 4.180 2.550 -3.127
O -2.746 -3.210 1.742
H 1.047 3.870 -1.600
H 0.550 -1.509 6.460
H 4.617 -0.328 -2.611
C 4.737 0.871 1.661
C -0.547 4.744 -0.442
N 2.674 -0.258 2.072
C 3.260 1.969 -3.234
C -1.558 -1.613 3.755
H -0.008 -0.326 -3.622
C -0.806 3.803 0.751
H 1.137 0.718 -2.894
C -1.499 -2.053 6.528
H 1.864 -1.519 -2.995
H 5.421 1.293 0.937
C -4.208 0.940 0.292
H -0.070 1.923 1.541
C -1.122 -2.126 -3.913
Cl -1.469 -2.318 8.228
N 0.725 -0.989 3.790
H 4.367 0.899 -4.772
C -0.355 -1.641 5.894
H 0.674 -2.726 -1.809

112
Properties=species:S:1:pos:R:3 method="wB97M-V/def2-TZVPD" e_lumo_ev=-0.64 homo_ev=-5.045 e_tot_ev=-129797.8842 charge=-1 homo_lumo_gap_ha=0.162
H 2.970 0.726 -4.270
N 2.352 2.706 -2.904
H 4.616 2.337 -2.169
F -2.954 -0.429 -0.793
O -13.479 -5.296 -3.583
H 7.293 -0.708 -1.897
H 6.210 -1.633 2.636
H 6.685 0.666 -2.795
C 2.761 0.640 -0.425
F -4.338 0.553 0.578
O -12.039 -3.508 -4.780
C 5.434 -2.416 -0.875
H 2.578 -2.786 -3.608
C 5.733 -1.259 0.088
O -8.633 -4.318 1.777
H 5.728 -2.189 -1.897
C 7.151 -1.436 0.673
H 7.737 -0.435 3.879
F 1.918 -1.294 0.800
O 4.388 -0.078 -2.008
C 8.198 -0.830 2.974
C -7.412 -4.360 3.786
F -5.080 4.052 -2.737
C -11.286 -4.670 -0.868
C -3.064 0.557 0.113
C 6.952 0.322 -1.798
C -11.707 -3.790 -3.531
C 4.678 3.343 -0.285
F -4.758 1.365 -1.980
C -5.958 -2.117 2.600
H 7.647 -2.274 0.180
N 3.095 -1.962 -3.317
H -12.806 -4.080 -4.987
F -1.997 1.269 2.139
F -3.387 2.968 -3.524
C 5.221 2.299 -1.268
H 6.174 5.686 2.623
H 2.463 1.696 -0.492
H -10.068 -2.448 -3.321
H 6.872 6.571 1.259
H 7.781 0.904 -1.404
F 0.020 -0.039 -1.047
H 0.952 0.697 -3.294
H 4.386 -2.707 -0.844
F -3.098 4.446 -1.958
O 3.955 0.619 0.284
H 4.010 -2.293 -3.038
H 5.857 8.536 1.954
H 6.003 -3.302 -0.580
H 1.449 3.155 -2.834
H -7.976 -5.197 4.171
F -2.869 -0.718 2.034
O 5.551 1.140 3.005
H 1.373 -1.282 -2.477
H 7.514 -2.748 2.340
C -10.696 -3.205 -2.873
C -7.745 -3.855 2.475
C 5.709 4.373 0.191
H 4.201 2.888 0.585
F -0.278 -0.694 2.336
H 2.379 -2.042 -1.279
O -10.978 -4.996 0.370
C 5.046 5.616 0.788
F -5.027 2.910 -0.445
C -6.954 -2.694 1.909
C 3.022 -0.001 -1.832
C 5.951 1.210 1.900
H 4.094 5.354 1.256
H 7.775 -0.567 0.487
H 6.218 2.624 -1.572
H 5.297 7.687 3.391
O -4.764 -2.154 4.641
C -5.631 -2.608 3.918
C 1.750 0.031 0.573
H -5.385 -1.287 2.208
H -12.919 -6.014 -1.094
C -4.173 2.398 -1.346
N 6.385 1.260 0.783
H 4.845 6.320 -0.024
C 7.203 -1.711 2.197
O -6.024 -4.158 5.673
H -8.080 -2.827 0.397
F -2.506 2.892 0.222
H 6.374 3.904 0.916
H 4.288 7.735 1.967
C 5.323 7.654 2.303
O -9.536 -3.108 -0.833
P 2.273 1.151 -3.128
H 8.534 0.018 2.381
C -6.415 -3.779 4.471
C -3.902 3.496 -2.421
F 0.020 1.626 0.373
C -2.879 1.923 -0.625
P 5.441 0.499 -0.676
H 3.898 3.911 -0.804
H 9.063 -1.404 3.305
F -0.984 -1.683 0.537
H -5.289 -3.557 5.915
C 2.405 -1.396 -2.153
F -1.934 1.786 -1.576
C -12.299 -5.249 -1.537
H 5.014 -1.362 0.899
H -10.221 -4.461 0.687
H 6.277 4.681 -0.689
C 5.944 6.343 1.786
F 1.932 0.654 1.769
C 0.261 0.307 0.239
C -12.580 -4.846 -2.893
C -2.157 0.205 1.343
C -10.425 -3.595 -1.507
O -7.318 -2.295 0.704
C -0.767 -0.480 1.102

92
Properties=species:S:1:pos:R:3 method="wB97M-V/def2-TZVPD" e_lumo_ev="-6.40 / -6.40" homo_ev="-12.584 / -12.584" e_tot_ev=-219340.9174 charge=+2 homo_lumo_gap_ha="0.227 / 0.227"
H -2.868 4.084 2.733
C -0.581 2.323 3.469
C -2.711 3.657 1.779
C 2.884 0.988 -3.578
H -0.713 5.637 -0.724
C -2.094 -3.401 -0.789
Sb 0.894 -3.613 -0.669
H -0.220 3.147 4.083
H -4.470 -1.192 -1.869
C 0.022 -6.002 2.913
C -0.432 3.032 -3.793
H 3.069 -4.422 5.017
C 1.815 -0.327 -5.762
N 1.632 -3.998 2.081
W 0.335 -0.133 -0.527
C 4.530 -2.336 0.849
H -0.863 -6.026 0.995
C -0.081 -5.613 1.594
H -3.413 2.842 1.633
N -1.252 -1.289 -1.308
H -1.928 -4.401 -0.432
H -2.791 4.439 0.995
H -0.654 -6.784 3.234
C 3.260 1.328 -4.853
H 2.428 4.238 -1.327
H 3.584 -3.931 -0.117
H -6.108 -0.532 3.715
H -2.115 1.188 -1.809
C 1.863 4.355 -2.245
H 1.584 -0.939 -6.653
C -4.381 -1.700 3.544
C 0.186 4.596 1.643
H -1.549 1.954 3.845
H -2.030 4.977 -1.755
H 0.237 1.590 3.432
C 1.290 -0.566 -4.527
C -2.434 -0.861 -1.765
C 3.295 -0.268 0.936
H 0.900 4.491 2.453
H 2.715 1.316 2.263
H 2.342 3.757 -2.978
C 1.025 -5.551 3.733
Se -0.886 -0.705 1.692
H -0.856 5.968 -2.501
H 5.469 -2.835 1.015
N 2.190 -0.940 0.466
H 3.061 0.897 -6.962
C 2.719 0.693 -5.956
H -0.353 5.543 1.633
C 4.427 -0.994 1.203
As -0.339 2.181 -0.408
Si 0.083 3.776 -2.180
C 2.925 -3.874 4.091
C -1.029 -2.550 -0.867
H 0.811 4.457 0.713
H -2.316 -2.319 3.384
C 3.114 1.213 1.247
H 4.042 2.056 -5.029
Si -0.973 3.108 1.827
C 0.724 -4.512 1.313
H 1.925 5.392 -2.673
C -3.533 -1.657 -1.627
H -1.868 0.294 -3.377
Cl 3.862 1.558 -2.228
C -2.739 -0.897 1.883
H -4.625 -2.253 4.442
C -3.695 -0.022 1.356
C -1.013 5.244 -1.699
Cl 0.247 -1.936 -4.371
C 2.335 -2.180 0.046
C 1.834 -4.560 3.297
C -5.257 -0.697 3.109
H 3.860 -3.916 3.512
C -4.942 0.034 1.972
H -1.391 2.476 -3.803
H -3.415 0.598 -2.863
C -2.454 0.425 -2.484
C 3.510 -2.906 0.213
H 1.032 -5.958 4.736
H -5.709 0.733 1.699
H 0.290 2.360 -4.187
H -3.452 0.626 0.488
C 1.797 0.145 -3.407
H -0.524 3.916 -4.454
H -4.254 -3.548 -1.025
H 2.734 -2.776 4.256
H 4.029 1.804 1.053
C -3.397 -2.900 -1.078
H 5.325 -0.547 1.618
N 1.224 0.048 -2.097
H 2.339 1.592 0.566
C -3.092 -1.705 2.987

98
Properties=species:S:1:pos:R:3 method="wB97M-V/def2-TZVPD" e_lumo_ev=3.79 homo_ev=-1.292 e_tot_ev=-159325.2448 charge=-2 homo_lumo_gap_ha=0.187
N -0.767 1.597 -1.913
H 1.250 3.176 1.052
C -3.133 -2.051 1.031
H 0.914 2.807 4.653
C -3.338 -1.140 -0.042
C -2.274 2.507 -0.190
Si 2.401 -0.089 1.517
C 0.869 1.508 -3.748
H 1.882 4.243 2.328
H 2.191 1.405 -5.420
O -0.939 0.867 0.885
Cl -3.789 -3.458 3.241
C -2.722 -5.012 -4.403
H -0.214 -2.364 -5.656
C 6.078 -0.241 2.168
H 6.004 -1.181 2.721
H -0.067 1.934 3.456
C 2.218 -3.464 1.955
H 7.042 -0.229 1.643
C -1.416 1.985 -4.232
C -1.569 2.488 -1.448
C -0.340 -2.437 -2.957
H -3.070 -5.467 -6.475
C -0.430 1.720 -3.282
H -4.701 4.842 -0.851
C -4.135 3.317 1.085
H 5.703 -1.202 -1.083
Si 2.312 -1.884 2.999
C 0.862 1.905 4.033
H 5.743 2.189 0.636
C 1.176 1.588 -5.096
H -1.933 5.252 -0.931
H 0.814 1.033 4.692
C -4.126 -2.354 1.951
H -3.755 3.996 -2.065
H -4.986 3.977 1.219
H -1.794 3.321 -2.119
H 2.982 3.541 1.123
C 0.757 -1.838 4.073
H 3.707 3.136 4.483
H 5.365 -2.362 0.215
C -2.772 0.513 3.021
H 1.538 -3.337 1.106
I 2.387 1.040 -2.392
C -2.927 1.566 1.961
C -3.360 3.411 -0.034
C 3.717 -2.221 4.230
H 0.875 -1.137 4.905
Cl -4.953 0.524 -1.401
C -0.904 -3.129 -5.318
C -4.647 -0.573 -0.100
H 1.873 -4.322 2.545
Sn -0.108 -0.533 -0.734
H -2.378 0.952 3.940
Si 4.655 -0.061 0.921
C 0.182 1.880 -6.022
C -3.713 4.442 -1.068
H 3.836 -1.393 4.938
O -2.448 -0.820 -0.893
C 3.851 2.216 3.901
N -3.943 2.386 2.051
H -1.436 -3.794 -7.290
O 0.079 -2.991 -1.920
H 4.670 -2.348 3.709
C -5.389 -1.771 1.861
H 4.177 2.158 -0.180
H -2.084 -0.267 2.702
Cl -7.197 -0.135 0.686
C -1.117 2.073 -5.583
O -0.216 -1.210 -3.246
C 4.976 -1.482 -0.310
C -1.599 -3.919 -6.225
H -2.143 -4.358 -2.428
H 5.576 1.390 -0.937
C 5.077 1.572 0.022
H -3.443 -5.737 -4.043
C -1.977 1.611 0.864
C -1.097 -3.293 -3.951
C 2.094 3.345 1.734
H 6.075 0.573 2.900
C -2.515 -4.859 -5.769
H -1.912 2.271 -6.292
H 3.203 -3.708 1.541
C -5.636 -0.875 0.820
O -2.830 5.573 -1.074
H 4.049 -1.784 -0.810
H -3.750 0.083 3.245
H 0.423 1.929 -7.077
Cl -1.568 -2.769 1.156
H 4.735 2.348 3.267
H -0.109 -1.513 3.488
C -2.006 -4.240 -3.497
H 4.064 1.395 4.595
Cl -6.630 -2.158 3.009
H 3.516 -3.137 4.800
H -2.446 2.064 -3.901
H 0.531 -2.828 4.488
Si 2.322 1.824 2.842

88
Properties=species:S:1:pos:R:3 method="wB97M-V/def2-TZVPD" e_lumo_ev=0.51 homo_ev=-8.942 e_tot_ev=-57104.5409 homo_lumo_gap_ha=0.347
C -1.513 -3.743 -1.446
H 2.963 1.601 -1.213
H 1.612 -4.340 -1.457
H -4.491 0.065 3.895
C -2.747 -1.102 4.510
C 2.537 0.597 2.307
H -3.272 0.966 4.828
H 3.577 3.757 -5.635
H -0.315 -4.901 -4.420
H -7.088 -4.940 -0.955
H 0.489 0.726 -0.044
C 4.316 2.166 -2.763
C -5.449 -3.975 -1.912
H -1.866 1.202 2.794
H -1.116 -1.821 -0.627
H 3.781 3.625 1.320
H 2.062 5.702 1.062
C -4.683 -1.929 -0.816
C -4.636 -2.840 -1.868
H -0.942 -0.366 2.410
C 3.318 -1.586 -0.973
H 1.667 2.492 1.657
C 4.482 2.748 -4.017
C -0.520 -4.233 -3.597
H -0.191 2.394 -0.046
C 3.063 2.110 -2.164
H -3.893 -2.713 -2.647
C 4.929 1.842 1.711
H -5.438 -4.642 -2.759
C -2.941 -2.059 3.370
O -0.876 4.515 1.283
H 5.496 2.801 -4.397
O -2.603 0.543 0.282
C 1.972 2.620 -2.857
C -1.021 -2.458 -1.498
H -3.271 -1.481 2.495
C -1.129 0.686 2.190
H 0.176 7.480 2.008
C -6.427 -3.233 0.162
H -5.545 -1.420 1.022
C -0.180 6.514 2.366
C 3.394 3.250 -4.697
H 3.248 -1.627 -2.064
H 1.318 4.536 -0.101
H -3.760 -2.771 3.477
H -1.992 -2.501 3.075
H 1.616 0.095 2.560
H 1.010 6.365 -0.102
H 3.717 -1.115 2.826
O 1.670 -2.366 0.559
C 2.506 -4.023 -0.911
C 2.340 -2.605 -0.415
C 2.569 1.924 1.879
H -4.324 -0.245 5.610
H -0.623 1.280 -1.255
O -1.786 -1.163 5.228
C -6.380 -4.122 -0.883
H -0.141 1.141 2.212
H 0.785 -2.706 -4.353
F 5.396 1.798 -2.062
H 3.458 -4.201 -1.403
C -0.061 5.402 1.338
C 4.929 0.547 2.176
F -2.100 -4.178 -0.331
F 6.101 -0.103 2.300
H 0.977 2.487 -2.454
C 0.086 -2.963 -3.567
H 4.351 -1.823 -0.726
H 5.854 2.334 1.433
C 3.731 2.578 1.576
H -1.203 6.616 2.720
C -5.573 -2.154 0.226
C 1.179 5.445 0.473
H 0.364 -1.145 -2.480
H -3.976 -1.116 -0.731
H 1.275 3.565 -4.633
C -0.177 -2.081 -2.545
C 2.137 3.136 -4.135
F -7.182 -3.523 1.251
H 3.004 -0.623 -0.574
H -1.662 -5.626 -2.390
C -1.517 0.787 0.735
C -3.766 0.005 4.705
H 2.458 -4.714 -0.063
C 3.721 -0.101 2.448
H 0.442 6.217 3.215
C -1.287 -4.616 -2.524
C -0.412 1.334 -0.184